(1)
The following is a quantum chemistry calculation of C34H24IrNP2S2 as an isolated structure at a distorted geometry, from the Open Molecules 2025 dataset.

## Properties
HOMO level in eV: -7.0205
Orbital gap in eV: 6.55
LUMO level in eV: -0.47

```
! RIJCOSX wB97M-V def2-TZVPD def2/J DEFGRID3
* xyz 0 1
Ir -0.984 0.169 -1.964
S -3.177 0.328 -1.044
S 0.248 2.144 -2.571
P 0.692 1.842 -0.631
P -1.954 0.499 0.551
N 1.895 -8.541 -5.682
C -3.163 4.116 1.911
C -2.351 1.706 3.039
C -2.087 -1.016 1.512
C 0.049 -5.064 -2.883
C -0.073 -2.602 -2.968
C 4.906 0.026 -0.336
C 0.853 5.709 1.813
C -3.049 3.993 3.291
C 1.130 -6.288 -4.641
C 1.080 4.559 -0.287
C -3.342 -1.373 2.010
C 0.499 4.518 2.431
C 2.966 0.973 0.722
C 0.450 -6.270 -3.427
C 1.014 -3.894 -4.752
C 4.221 0.396 0.816
C 1.408 -5.097 -5.306
C -0.416 -1.530 -2.510
C 1.144 5.729 0.454
C 0.436 3.346 1.692
C -0.992 -1.837 1.735
C -1.153 -3.014 2.462
C 0.728 3.362 0.330
C -3.498 -2.539 2.736
C -2.396 -3.361 2.962
C -2.644 2.792 3.855
C -2.870 3.036 1.095
C -0.383 0.610 -0.118
C 1.557 -7.544 -5.220
C 3.078 0.825 -1.674
C 0.330 -3.858 -3.533
C -2.464 1.825 1.656
C 4.336 0.241 -1.579
C 2.386 1.193 -0.527
H 1.297 4.577 -1.348
H -3.477 5.055 1.473
H -3.281 4.836 3.929
H -2.952 3.130 0.018
H 1.934 -5.117 -6.252
H 0.148 2.424 2.182
H -0.490 -5.042 -1.946
H -2.034 0.770 3.482
H 1.418 6.657 -0.031
H -0.029 -1.561 1.324
H 2.627 0.989 -2.644
H 5.884 -0.432 -0.259
H -0.300 -3.659 2.630
H 4.863 -0.047 -2.479
H -4.472 -2.813 3.118
H 2.442 1.252 1.630
H -2.560 2.694 4.930
H -2.516 -4.278 3.526
H 1.229 -2.964 -5.260
H 0.263 4.501 3.488
H 4.666 0.232 1.789
H 0.232 -7.200 -2.920
H 0.898 6.626 2.387
H -4.202 -0.740 1.818
*
```


(2)
The following is a quantum chemistry calculation of a 2-piece molecular cluster, C3H11NO2S overall at a distorted geometry, from the Open Molecules 2025 dataset.

## Properties
HOMO level (alpha / beta) in eV: -13.5937 / -13.5945
Orbital gap (alpha / beta) in eV: 9.55 / 4.31
LUMO level (alpha / beta) in eV: -4.04 / -9.29

```
! RIJCOSX wB97M-V def2-TZVPD def2/J DEFGRID3
* xyz 1 2
S -1.376 -0.851 -3.039
O 0.655 1.184 1.693
O 2.361 2.136 -0.527
N -0.712 -0.626 0.931
C -1.374 -1.405 -1.300
C 0.388 -0.199 1.769
C -0.378 -0.572 -0.487
H 0.031 1.805 2.127
H 2.944 1.776 0.159
H 0.303 -0.531 2.802
H -1.126 -2.467 -1.264
H 1.500 1.975 -0.182
H -1.565 -0.128 1.137
H -0.325 0.468 -0.832
H 0.641 -0.948 -0.564
H 1.285 -0.683 1.379
H -0.844 0.363 -2.844
H -2.409 -1.296 -0.958
*
```


(3)
The following is a quantum chemistry calculation of the molecule C3H9N5O at a distorted geometry, from the Open Molecules 2025 dataset.

## Properties
HOMO level in eV: -9.4719
Orbital gap in eV: 10.25
LUMO level in eV: 0.78

```
! RIJCOSX wB97M-V def2-TZVPD def2/J DEFGRID3
* xyz 0 1
O -1.688 0.257 -2.370
N 0.908 -0.264 0.859
N -0.651 0.588 -0.346
N -2.183 2.104 -1.138
N 0.405 -1.487 -1.163
N 2.329 -0.239 0.681
C -1.489 0.951 -1.385
C 0.561 -1.187 1.946
C 0.136 -0.537 -0.388
H -1.937 2.708 -0.373
H 2.589 -1.078 0.159
H -0.161 -1.438 -2.008
H -2.806 2.429 -1.857
H -0.515 -1.139 2.109
H 0.033 0.863 0.669
H 0.839 -2.209 1.679
H 1.091 -0.878 2.844
H 2.539 0.556 0.083
*
```